The following is a DFT calculation (the ωB97M-V functional and the def2-TZVPD basis) of a structure of composition C25H28AlCl5O2 at a distorted geometry.

spin multiplicity = 1
calculated total energy = -3663.17709 a.u.
energy relative to the best compared isomer or geometry (same formula, charge and spin) = 69.9 kJ/mol
HOMO = -8.139 eV

Each line ends with the natural charge from an NBO analysis.
Positions of all 61 atoms, in Å:
O 1.632 -5.436 -2.802  -0.572
C 2.854 -6.238 -2.791  -0.054
C 2.142 -7.481 -3.311  -0.463
H 3.260 -6.314 -1.770  0.180
H 3.595 -5.812 -3.486  0.176
C 0.890 -6.586 -3.296  0.278
H 2.127 -8.327 -2.619  0.215
H 2.483 -7.740 -4.314  0.210
C -0.186 -7.037 -2.348  -0.640
H 0.169 -7.129 -1.320  0.241
H -0.571 -8.009 -2.683  0.212
H -1.027 -6.335 -2.381  0.207
C 0.311 -6.247 -4.650  -0.621
H 1.096 -5.889 -5.316  0.212
H -0.439 -5.457 -4.527  0.213
H -0.172 -7.134 -5.070  0.211
Al 0.239 -0.360 0.037  1.780
C 0.074 2.090 -1.613  -0.242
C 1.172 1.555 -0.898  -0.332
C 1.469 0.235 -1.452  -0.675
H 1.839 2.125 -0.250  0.247
C 0.443 -0.010 -2.481  -0.281
C -0.399 1.114 -2.517  -0.262
H -1.238 1.272 -3.192  0.225
H -0.271 3.119 -1.552  0.231
H 2.445 -0.248 -1.371  0.278
H 0.447 -0.860 -3.170  0.245
C -1.770 0.025 0.355  -0.594
C -2.421 -0.391 -0.863  -0.182
C -2.447 -1.792 -0.906  -0.314
H -2.902 0.277 -1.578  0.229
C -1.820 -2.319 0.241  -0.229
C -1.399 -1.209 1.065  -0.539
H -1.211 -1.272 2.138  0.265
H -1.809 1.020 0.802  0.280
H -2.954 -2.405 -1.663  0.223
H -1.808 -3.370 0.526  0.235
O 1.315 -5.248 -0.172  -0.544
C 0.757 -4.055 -0.801  -0.064
C 1.910 -3.301 -1.470  -0.451
H 0.300 -3.408 -0.016  0.165
H -0.033 -4.356 -1.491  0.201
C 3.147 -3.749 -0.670  -0.445
H 1.800 -2.216 -1.456  0.201
H 1.949 -3.605 -2.523  0.258
C 2.630 -4.830 0.285  -0.079
H 3.524 -2.883 -0.114  0.210
H 3.953 -4.126 -1.298  0.212
H 2.513 -4.349 1.273  0.165
H 3.284 -5.710 0.393  0.192
Cl -0.489 3.155 1.286  0.044
C 0.469 2.041 2.188  -0.067
C 0.727 0.769 1.689  -0.543
C 1.475 -0.103 2.440  -0.052
Cl 1.701 -1.717 1.688  0.065
C 2.036 0.252 3.679  -0.084
Cl 3.066 -0.834 4.503  0.059
C 1.760 1.537 4.206  -0.102
Cl 2.396 2.005 5.715  0.076
C 0.949 2.429 3.462  -0.077
Cl 0.518 3.947 4.116  0.068

=====

The following is a DFT calculation (the ωB97M-V functional and the def2-TZVPD basis) of a structure of composition C25H28As2IN3O2RhS at a distorted geometry.

spin multiplicity = 1
calculated total energy = -6561.93582 a.u.
energy relative to the best compared isomer or geometry (same formula, charge and spin) = 0.0 kJ/mol
HOMO = -9.987 eV
total charge = +1

Each line ends with the natural charge from an NBO analysis.
Positions of all 63 atoms, in Å:
Rh 0.215 -1.247 0.341  0.541
C -1.917 -1.388 4.059  -0.643
C -0.941 -0.271 3.977  0.153
N -1.129 0.815 4.650  -0.372
C -0.340 1.878 4.527  -0.010
C 0.752 1.895 3.682  0.000
C 1.603 3.146 3.607  -0.097
O 1.775 3.641 2.301  -0.734
C 1.029 0.755 2.899  -0.266
C 2.039 0.764 1.898  0.220
N 2.137 -0.143 0.962  -0.548
C 3.120 -0.153 -0.016  0.168
C 3.916 0.956 -0.347  -0.244
C 4.887 0.873 -1.326  -0.178
C 5.098 -0.312 -2.013  -0.202
C 4.332 -1.428 -1.711  -0.233
C 3.361 -1.338 -0.732  -0.168
I 2.200 -3.093 -0.311  0.426
C 0.176 -0.408 3.059  0.476
O 0.317 -1.474 2.407  -0.714
H -2.702 -1.142 4.767  0.241
H -1.416 -2.310 4.354  0.228
H -2.349 -1.549 3.067  0.212
H -0.620 2.741 5.113  0.202
H 2.604 2.909 3.983  0.190
H 1.165 3.908 4.261  0.191
H 0.968 4.094 2.029  0.485
H 2.706 1.623 1.905  0.218
H 3.746 1.896 0.154  0.235
H 5.488 1.740 -1.554  0.237
H 5.849 -0.374 -2.786  0.238
H 4.481 -2.354 -2.249  0.238
C -3.312 -3.156 0.168  -0.930
As -1.762 -2.362 -0.738  1.212
C -1.426 -3.693 -2.143  -0.937
C -2.520 -0.940 -1.838  -0.329
C -3.862 -0.938 -2.201  -0.203
C -4.388 0.098 -2.955  -0.177
C -3.568 1.128 -3.384  -0.197
C -2.224 1.115 -3.054  -0.139
C -1.694 0.101 -2.267  -0.365
As 0.174 0.172 -1.698  1.158
C 1.112 -0.064 -3.410  -0.935
C 0.524 2.074 -1.417  -0.932
H -3.983 -3.641 -0.545  0.247
H -3.847 -2.380 0.718  0.263
H -2.955 -3.908 0.878  0.257
H -2.317 -3.798 -2.767  0.250
H -1.172 -4.660 -1.705  0.244
H -0.592 -3.362 -2.765  0.240
H -4.511 -1.745 -1.876  0.220
H -5.439 0.107 -3.201  0.233
H -3.974 1.943 -3.964  0.233
H -1.583 1.916 -3.406  0.205
H 0.702 0.633 -4.143  0.247
H 0.998 -1.084 -3.780  0.242
H 2.177 0.143 -3.282  0.246
H 0.030 2.690 -2.173  0.249
H 1.602 2.244 -1.478  0.245
H 0.178 2.374 -0.426  0.266
S -1.829 2.781 1.846  -0.091
C -1.615 1.322 1.249  0.167
N -1.474 0.241 0.802  -0.681

=====

The following is a DFT calculation (the ωB97M-V functional and the def2-TZVPD basis) of a structure of composition C25H28AsBCl2F6N8O4RbS2.

spin multiplicity = 2
calculated total energy = -6309.39102 a.u.
energy relative to the best compared isomer or geometry (same formula, charge and spin) = 233.1 kJ/mol
HOMO (spin up / spin down) = -2.509 / -2.999 eV
total charge = -2

Each line ends with the Mulliken spin population.
Positions of all 78 atoms, in Å:
Rb 0.152 -1.000 -0.096  0.000
B -0.411 4.433 1.967  -0.072
N -1.553 3.383 2.171  0.282
C -2.756 3.642 2.786  -0.087
C -3.569 2.574 2.701  0.255
C -2.774 1.533 1.997  -0.081
N -1.519 2.157 1.661  0.504
N 0.898 3.954 2.623  0.016
C 1.301 4.154 3.891  0.003
C 2.462 3.438 4.091  0.000
C 2.684 2.810 2.852  0.002
N 1.740 3.127 1.981  -0.003
H -0.783 5.449 2.521  0.007
H -0.232 4.593 0.778  0.014
H -2.913 4.608 3.234  -0.017
H -4.567 2.466 3.081  0.012
H -3.225 1.083 1.112  0.095
H 0.733 4.788 4.548  0.000
H 3.049 3.375 4.991  0.000
H 3.475 2.137 2.561  0.000
C -5.374 -4.380 6.362  0.000
C -4.603 -3.540 5.378  0.001
C -5.170 -2.398 4.820  0.003
C -4.467 -1.624 3.911  0.002
C -3.180 -1.990 3.552  -0.006
C -2.599 -3.130 4.088  0.002
C -3.313 -3.896 4.998  0.001
S -2.229 -1.052 2.366  0.036
O -0.845 -1.331 2.639  -0.001
O -2.587 0.388 2.957  0.033
N -2.636 -1.244 0.951  -0.009
C -3.994 -1.331 0.442  0.004
C -3.998 -1.720 -1.077  0.004
O -5.140 -1.730 -1.568  0.000
O -2.894 -1.900 -1.611  0.000
H -5.996 -3.760 7.007  0.000
H -4.697 -4.957 6.992  0.000
H -6.030 -5.085 5.848  0.000
H -6.174 -2.106 5.108  0.000
H -4.906 -0.728 3.493  0.004
H -1.590 -3.390 3.806  0.000
H -2.853 -4.777 5.428  0.000
H -4.546 -0.386 0.532  -0.004
H -4.573 -2.088 0.984  0.000
C 3.006 -3.717 -3.593  0.000
N 3.376 -2.324 -3.485  0.000
C 4.659 -1.854 -3.308  0.000
C 4.579 -0.539 -3.059  0.000
N 3.232 -0.201 -3.072  0.000
C 2.471 -1.315 -3.342  0.000
S 0.824 -1.425 -3.547  0.000
C 2.763 1.058 -2.608  0.000
C 3.345 2.223 -3.095  0.000
C 2.966 3.430 -2.528  0.001
C 2.029 3.419 -1.506  0.000
C 1.493 2.202 -1.123  0.012
N 1.836 1.036 -1.668  0.000
H 3.712 -4.230 -4.247  0.000
H 2.001 -3.766 -4.007  0.000
H 3.007 -4.181 -2.606  0.000
H 5.507 -2.511 -3.312  0.000
H 5.332 0.175 -2.793  0.000
H 4.068 2.169 -3.897  0.000
H 3.403 4.357 -2.877  0.000
H 1.710 4.313 -0.991  0.000
H 0.790 2.159 -0.297  -0.010
F 3.588 -1.681 -0.678  0.000
As 3.279 -2.834 0.591  0.000
F 2.362 -1.594 1.399  0.000
F 4.752 -2.367 1.389  0.000
F 2.953 -3.971 1.858  0.000
F 4.146 -4.065 -0.313  0.000
F 1.806 -3.285 -0.243  0.000
Cl -1.509 3.715 -2.809  0.002
C -1.911 2.669 -1.412  -0.007
Cl -1.892 0.959 -1.831  0.001
H -2.918 2.937 -1.103  0.001
H -1.201 2.872 -0.621  0.003